# 1
Formula: C20H37BrCl32F9PS
Source: the Open Molecules 2025 dataset
Level of theory: ωB97M-V/def2-TZVPD

Output
**Multiplicity**: 1
**E_LUMO**: 0.004 eV
**Total energy**: -536680.7870 eV
**Orbital gap**: 9.259 eV
**E_HOMO**: -9.255 eV
**Energy relative to the best compared isomer or geometry (same formula, charge and spin)**: 0.000 eV

Geometry as XYZ:
```
101
C20H37BrCl32F9PS, DFT ωB97M-V/def2-TZVPD
Br -0.18 -3.68 -4.30
Cl -4.43 -4.01 4.55
Cl -7.03 -2.50 -4.64
Cl 0.64 0.98 7.17
Cl -2.09 0.16 3.63
Cl -0.01 -1.87 4.05
Cl 5.23 2.34 -4.03
Cl -0.70 6.02 6.49
Cl -4.71 -2.99 1.81
Cl 6.39 4.28 -5.90
Cl -2.41 -9.80 -6.00
Cl -9.39 -8.82 -2.88
Cl 6.29 -5.14 1.84
Cl 0.62 2.65 4.76
Cl -9.29 1.42 -2.67
Cl 8.31 -1.04 0.51
Cl -6.54 0.48 -3.05
Cl 6.56 3.67 3.87
Cl -3.09 8.76 8.37
Cl 5.16 3.40 0.51
Cl -3.05 7.10 10.78
Cl -4.48 -5.63 -2.16
Cl -4.31 -8.64 -4.09
Cl -7.91 -6.30 -3.21
Cl 5.80 -4.00 -0.82
Cl 5.03 -0.90 3.26
Cl 2.96 1.18 3.15
Cl 3.72 5.49 -0.96
Cl -4.71 -7.30 0.22
Cl 6.48 6.12 5.49
Cl 0.00 5.01 9.15
Cl 7.57 0.58 -1.82
Cl -4.23 -3.32 -4.85
S 0.12 2.71 -3.21
P -1.23 -1.91 -5.14
F -0.58 1.37 -2.78
F -1.29 3.39 -3.26
F -0.04 2.33 -4.72
F 3.26 0.21 -3.83
F 1.91 1.25 -1.90
F 2.78 2.69 -3.29
F 0.27 3.14 -1.70
F 2.13 1.20 -5.39
F 0.79 4.07 -3.64
C 4.10 3.76 -0.87
C 1.79 1.78 -3.13
C 2.01 0.65 -4.16
C 6.21 5.41 3.89
C -7.80 -8.03 -2.87
C -5.48 -2.19 -5.40
C 4.61 0.73 2.70
C -0.39 -0.27 3.41
C -3.21 8.74 10.13
C 0.06 -0.59 -5.25
C 0.49 2.62 6.53
C 6.67 3.26 -4.49
C -8.06 0.25 -2.19
C 6.06 -3.66 0.90
C -4.69 -2.59 3.54
C -0.32 6.45 8.16
C -4.90 -5.67 -0.45
C 1.09 -0.55 -4.14
C -4.01 -9.93 -5.26
C 8.17 -0.98 -1.26
H -7.88 0.36 -1.13
H 1.74 -1.40 -4.25
H 5.29 1.44 3.14
H -4.18 9.13 10.41
H -7.19 -8.49 -3.63
H 0.23 0.48 3.91
H -0.48 3.02 6.81
H -4.75 -9.87 -6.04
H -4.07 -10.88 -4.75
H -1.93 -1.47 -4.00
H 6.95 -3.05 0.99
H 5.18 5.55 3.62
H 1.28 3.24 6.94
H -0.52 0.31 -5.30
H 4.61 3.47 -1.77
H -3.87 -1.91 3.68
H 7.46 2.57 -4.72
H 5.19 -3.14 1.28
H 9.14 -1.16 -1.69
H -5.64 -2.15 3.80
H -8.43 -0.75 -2.41
H -1.17 6.97 8.58
H 6.95 3.90 -3.65
H 3.18 3.21 -0.75
H -5.94 -5.38 -0.34
H -5.16 -1.18 -5.15
H -7.36 -8.16 -1.89
H 4.69 0.75 1.62
H 7.47 -1.75 -1.56
H 0.52 -0.76 -6.21
H -0.19 -0.27 2.35
H 6.87 5.89 3.18
H 0.56 7.07 8.17
H -4.26 -5.00 0.11
H 0.63 -0.67 -3.18
H -5.59 -2.29 -6.47
H -2.42 9.35 10.54
```

# 2
Formula: C20H37IN8O4S
Source: the Open Molecules 2025 dataset
Level of theory: ωB97M-V/def2-TZVPD

Output
**Multiplicity**: 1
**E_LUMO**: -0.939 eV
**Total energy**: -60384.8677 eV
**Orbital gap**: 7.773 eV
**E_HOMO**: -8.712 eV

Geometry as XYZ:
```
71
C20H37IN8O4S, DFT ωB97M-V/def2-TZVPD
I 3.39 2.65 1.31
S -1.26 3.67 2.54
O -1.61 -0.15 -1.18
O 4.55 1.72 4.65
O 3.72 -2.29 3.56
O -0.45 -0.95 -5.66
N -0.89 0.97 -7.76
N -2.43 -2.29 5.26
N -0.76 -2.15 3.56
N 0.28 3.38 2.10
N -2.79 -0.87 3.39
N 3.65 -0.01 3.29
N -3.81 0.92 0.32
N -1.50 2.37 3.52
C -1.10 -0.17 5.10
C 2.03 1.68 2.62
C -3.29 1.65 -0.83
C 0.83 -0.55 -8.57
C -1.98 -0.78 -2.40
C 0.00 0.50 4.25
C 0.72 2.29 2.71
C 3.79 -1.22 4.12
C 4.69 0.93 3.76
C 0.60 -0.08 -6.06
C -0.36 1.71 3.54
C 0.47 0.46 -7.49
C -1.84 1.25 -1.16
C -0.31 -2.29 -6.10
C 6.02 0.86 2.97
C -1.78 -1.35 4.34
C 3.97 -1.22 5.64
C 1.26 -0.02 4.18
C 2.34 0.55 3.35
C -4.25 1.47 -2.01
H -1.91 0.56 5.28
H -1.09 1.72 -7.10
H 1.75 -1.08 -8.32
H 6.48 1.87 2.92
H -1.20 -3.05 3.38
H -3.81 1.86 -2.93
H -1.80 -0.14 -3.27
H 3.01 -1.31 6.19
H -3.22 1.12 1.13
H -5.17 2.02 -1.82
H 0.73 -2.61 -6.13
H 0.98 -0.05 -9.53
H -1.19 1.64 -0.36
H -1.37 -1.68 -2.50
H 1.42 -0.94 4.76
H -3.28 2.72 -0.58
H 1.17 1.30 -7.59
H -4.51 0.43 -2.17
H -0.85 -2.93 -5.40
H 4.48 -0.33 6.05
H -2.87 -3.05 4.75
H -0.78 -2.42 -7.08
H 1.58 -0.56 -5.91
H -2.94 -1.56 2.65
H 4.57 -2.09 5.95
H -1.49 1.72 -2.08
H 5.77 0.61 1.92
H 0.56 0.76 -5.37
H -3.64 -0.07 0.15
H -0.72 -1.70 2.65
H 0.04 -1.30 -8.73
H -3.02 -1.10 -2.36
H -1.54 0.24 -7.49
H -2.40 -0.07 2.89
H 6.72 0.11 3.38
H -1.67 -2.73 5.79
H -0.68 -0.56 6.05
```

# 3
Formula: C20H37NO15
Source: the Open Molecules 2025 dataset
Level of theory: ωB97M-V/def2-TZVPD

Output
**Multiplicity**: 1
**E_LUMO**: 0.464 eV
**Structure (SMILES)**: C[C@H]1COC(=O)O1.COC(=O)OC.COC(=O)OC.COC(=O)OC.COC(=O)OC.CCCC#N
**Total energy**: -53535.2737 eV
**Orbital gap**: 10.514 eV
**E_HOMO**: -10.050 eV
**Energy relative to the best compared isomer or geometry (same formula, charge and spin)**: 0.000 eV

Geometry as XYZ:
```
73
C20H37NO15, DFT ωB97M-V/def2-TZVPD
O -3.47 0.08 2.59
O -2.82 -3.99 0.87
O -4.89 -0.97 4.07
O 2.60 3.77 -1.57
O 1.86 1.37 1.58
O 4.03 1.27 1.91
O 2.96 -0.69 2.42
O -4.97 -1.17 1.63
O -1.71 1.59 -0.28
O 2.66 3.38 -3.68
O -4.37 -5.51 1.12
O 4.39 2.31 -2.42
O -3.40 1.14 -1.80
O -1.40 1.91 -2.63
O -2.61 -5.39 2.54
N 0.92 -1.67 -0.21
C 3.28 3.73 -0.37
C -1.44 -2.07 1.61
C -1.57 -3.61 1.32
C 5.27 0.80 2.38
C -1.48 -4.50 2.61
C -0.05 2.40 -2.39
C -2.24 1.56 -1.54
C 2.95 0.59 1.91
C 3.22 3.14 -2.54
C 2.97 -0.89 -1.62
C 0.54 0.85 1.62
C 1.85 -0.49 -3.99
C 1.84 -1.37 -0.84
C -4.54 -0.65 2.78
C 2.84 -1.29 -3.09
C -3.34 -4.96 1.48
C 3.39 3.24 -4.89
C -2.73 0.61 3.67
C -5.99 -2.23 1.65
C -4.44 0.91 -0.91
H 0.91 -0.34 -3.47
H 4.46 3.15 -4.76
H 2.26 0.54 -4.12
H 6.18 1.30 2.00
H 3.85 -1.34 -1.22
H 0.43 0.21 2.51
H -6.26 -2.69 2.56
H 0.04 3.29 -1.80
H -5.39 0.62 -1.37
H -5.72 -3.07 1.07
H 3.15 2.23 -5.27
H 3.83 2.81 -0.22
H -0.47 -4.95 2.70
H 5.23 1.00 3.49
H 3.06 4.05 -5.57
H 5.39 -0.24 2.22
H -0.49 -1.81 1.95
H 2.59 -2.35 -3.20
H 0.46 1.69 -1.74
H -4.56 1.79 -0.35
H 4.02 4.52 -0.41
H 2.83 0.21 -1.37
H -2.70 1.68 3.65
H -1.77 0.27 3.36
H -1.50 -3.93 3.57
H -3.05 0.23 4.66
H -0.03 0.44 0.82
H -1.62 -1.32 0.80
H -2.02 -1.78 2.47
H 2.52 3.84 0.42
H 0.43 2.63 -3.31
H 3.84 -1.25 -3.59
H -0.12 1.67 1.89
H -4.02 0.17 -0.20
H 1.68 -0.74 -5.03
H -0.78 -4.01 0.55
H -6.81 -1.72 1.35
```

# 4
Formula: C20H37O2S4Si2Sr
Source: the Open Molecules 2025 dataset
Level of theory: ωB97M-V/def2-TZVPD

Output
**Multiplicity**: 1
**E_LUMO**: 1.501 eV
**Total charge**: -1
**Total energy**: -85362.9150 eV
**Orbital gap**: 4.187 eV
**E_HOMO**: -2.685 eV
**Energy relative to the best compared isomer or geometry (same formula, charge and spin)**: 8.206 eV

Geometry as XYZ:
```
66
C20H37O2S4Si2Sr, DFT ωB97M-V/def2-TZVPD
Sr 0.04 0.80 -0.01
S 0.67 3.11 0.99
S -2.99 3.66 -1.39
S 2.09 -0.03 -1.61
S -0.63 0.63 -2.43
Si 1.45 -1.24 2.04
Si -2.66 -0.90 0.95
O 1.39 1.91 3.06
O -0.79 1.42 2.74
C 3.82 -3.56 -0.65
C -2.24 1.40 -2.97
C 2.88 -3.99 -1.58
C -0.36 3.19 -0.55
C -2.71 -2.56 1.88
C 0.60 1.29 -3.65
C 1.78 1.70 -1.13
C 2.19 2.28 0.27
C -3.65 0.14 2.22
C -4.14 -1.20 -0.25
C 0.21 1.66 3.45
C -1.59 4.08 -0.25
C 0.74 -2.57 3.19
C 2.10 -2.48 0.70
C 3.07 -0.92 2.98
C 3.43 -2.84 0.47
C 1.17 -2.94 -0.26
C -2.24 2.97 -2.91
C 1.54 -3.69 -1.37
C 1.90 0.44 -3.42
H -2.21 -3.38 1.36
H 2.79 0.98 -3.72
H -4.42 -0.47 2.70
H 0.04 1.66 4.55
H -2.97 0.55 2.97
H -2.46 1.04 -3.97
H -0.11 -3.09 2.73
H 0.71 1.85 -1.26
H -4.13 1.00 1.73
H 2.26 2.36 -1.84
H 3.84 -0.42 2.36
H 3.50 -1.85 3.37
H -2.78 3.38 -3.76
H 0.22 3.72 -1.31
H -0.77 2.23 -0.97
H 0.79 -4.02 -2.07
H -1.23 3.36 -2.99
H 4.19 -2.52 1.18
H 0.20 1.19 -4.65
H -1.31 5.12 -0.30
H -4.45 -0.27 -0.75
H -5.01 -1.58 0.30
H 2.63 1.56 0.97
H -1.99 3.86 0.74
H 0.13 -2.64 -0.14
H 1.81 -0.49 -3.98
H 1.52 -3.30 3.42
H 2.94 3.04 0.08
H 4.87 -3.80 -0.81
H -2.98 1.01 -2.27
H 3.19 -4.55 -2.46
H -3.76 -2.83 2.04
H 2.86 -0.25 3.81
H 0.36 -2.13 4.13
H -3.91 -1.93 -1.05
H -2.22 -2.45 2.85
H 0.81 2.34 -3.49
```

# 5
Formula: C20H38Br3NO5V
Source: the Open Molecules 2025 dataset
Level of theory: ωB97M-V/def2-TZVPD

Output
**Multiplicity**: 1
**E_LUMO**: -9.360 eV
**Total charge**: +1
**Total energy**: -268873.0001 eV
**Orbital gap**: 1.611 eV
**E_HOMO**: -10.971 eV
**Energy relative to the best compared isomer or geometry (same formula, charge and spin)**: 10.603 eV

Geometry as XYZ:
```
68
C20H38Br3NO5V, DFT ωB97M-V/def2-TZVPD
Br -4.00 1.66 -0.72
Br -5.57 0.00 1.70
Br 3.23 -1.26 2.76
V 5.33 2.46 -3.27
O 5.13 2.18 -1.55
O -0.40 -0.51 0.94
O -1.90 -0.63 -1.82
O -2.41 -2.47 -0.23
O 5.53 2.74 -5.00
N -0.48 1.94 0.70
C 0.59 0.01 -1.76
C 1.66 1.25 -1.71
C 4.19 1.62 1.64
C -2.82 -0.90 2.81
C 0.48 -0.27 2.05
C -3.53 -0.07 1.61
C 2.59 1.53 2.09
C 2.08 0.01 1.65
C -1.73 -2.02 -1.49
C -2.10 -3.89 0.04
C 0.69 -0.53 -3.34
C -1.59 2.62 3.05
C -0.93 0.32 -1.28
C -2.76 0.62 0.54
C -1.29 2.92 1.48
C 0.76 0.66 -4.45
C -0.76 -4.45 2.40
C -0.66 -4.14 0.79
C -1.11 0.62 0.37
C -0.47 1.74 -4.43
H -0.18 -5.12 0.29
H 0.13 -3.28 0.56
H 1.80 1.24 -4.49
H 2.60 0.92 -2.36
H 2.53 1.59 3.26
H 1.10 -0.88 -1.14
H -2.29 3.31 0.94
H -0.76 -5.62 2.64
H -3.63 -1.20 3.62
H -2.41 1.82 3.28
H 1.26 2.25 -2.22
H -2.44 -1.93 2.35
H 4.92 1.16 2.44
H 1.72 -1.12 -3.39
H -1.55 1.24 -4.54
H -1.99 3.64 3.51
H -1.74 -4.03 2.90
H 4.54 2.74 1.49
H 2.02 1.57 -0.64
H 0.17 -3.99 2.98
H -0.63 2.36 3.70
H -0.49 2.46 -3.51
H -1.97 -0.32 3.38
H 2.33 -0.25 0.54
H -2.26 -2.65 -2.34
H 4.33 0.98 0.65
H 1.96 2.39 1.62
H -2.11 -4.55 -0.94
H -0.64 -2.44 -1.42
H -0.24 2.49 -0.18
H -0.14 -1.29 -3.63
H -0.62 3.91 1.49
H 0.53 -1.29 2.68
H 0.21 0.55 2.82
H 0.70 0.12 -5.52
H -2.94 -4.34 0.75
H -1.21 1.38 -1.77
H -0.35 2.43 -5.39
```

# 6
Formula: C20H38BrGe2N2Pd
Source: the Open Molecules 2025 dataset
Level of theory: ωB97M-V/def2-TZVPD

Output
**Multiplicity**: 1
**E_LUMO (spin up / spin down)**: -5.690 / -5.691 eV
**Total charge**: +1
**Total energy**: -210885.0501 eV
**Orbital gap (spin up / spin down)**: 5.327 / 5.326 eV
**E_HOMO (spin up / spin down)**: -11.017 / -11.017 eV

Geometry as XYZ:
```
64
C20H38BrGe2N2Pd, DFT ωB97M-V/def2-TZVPD
Pd 0.01 0.14 0.10
Br -0.28 0.51 2.56
Ge 0.27 2.41 -0.68
Ge 2.39 0.14 0.05
N -0.04 -2.13 0.53
N -2.30 0.02 -0.11
C -1.03 4.88 0.59
C -1.59 -1.42 -1.97
C -0.16 -3.05 -0.60
C 3.09 -1.24 -1.28
C 3.36 6.79 -2.09
C 4.01 4.59 -1.38
C 2.03 6.44 -1.98
C -0.75 2.36 -2.46
C 1.69 5.17 -1.57
C -0.83 3.39 0.76
C 2.66 4.22 -1.26
C -0.82 3.64 -3.28
C 2.24 2.89 -0.83
C 4.57 -1.08 -1.58
C 3.15 -0.25 1.91
C 3.07 1.88 -0.53
C -2.72 -0.56 -1.39
C -1.49 -2.82 -1.33
C 4.63 0.01 2.02
C 4.35 5.86 -1.78
H -1.79 2.88 0.78
H 4.87 1.04 1.76
H 2.53 -1.13 -2.21
H 4.88 -1.81 -2.33
H -1.76 2.06 -2.20
H -0.34 3.21 1.72
H 4.15 1.99 -0.61
H 5.39 6.14 -1.87
H 5.21 -0.66 1.39
H 3.64 7.79 -2.41
H -0.64 -0.86 -1.81
H -0.08 5.41 0.64
H -0.79 -2.32 1.20
H -0.31 1.56 -3.06
H -1.74 -1.52 -3.04
H -2.47 -0.64 0.66
H -1.60 -3.59 -2.09
H 4.79 3.89 -1.15
H 5.17 -1.25 -0.69
H 2.61 0.37 2.62
H -3.63 -1.16 -1.28
H 1.26 7.17 -2.22
H 0.67 -2.86 -1.29
H -1.66 5.25 1.40
H 4.80 -0.09 -1.95
H 4.95 -0.15 3.05
H -1.52 5.12 -0.35
H -2.94 0.26 -2.08
H 0.17 3.98 -3.58
H -1.30 4.44 -2.73
H 0.65 4.90 -1.48
H -0.11 -4.09 -0.28
H -2.85 0.85 0.11
H -1.41 3.46 -4.18
H -2.30 -2.97 -0.61
H 2.93 -1.30 2.15
H 0.84 -2.31 1.03
H 2.90 -2.24 -0.89
```

Look up the total energy of the sixth one.
-210885.0501 eV

total energy of number 1 (C20H37BrCl32F9PS)?
-536680.7870 eV

What is the multiplicity in the third record?
1